# 1
The following is a DFT calculation (wB97M-V/def2-TZVPD) of a structure of composition C20H25Br42ClN4O3P.

Each line ends with the Mulliken charge.
Geometry (Å):
O -2.557 -1.125 -2.555  -0.4449
C -2.525 -1.958 -3.394  0.3055
O -3.122 -3.181 -3.194  -0.4852
C -1.886 -1.789 -4.740  0.7448
C -0.375 -2.011 -4.598  0.3612
C 0.291 -0.839 -3.878  -1.2468
N 1.750 -0.945 -3.921  0.1108
C 2.426 -1.683 -3.061  0.3038
N 3.770 -1.825 -3.043  -0.5217
C 4.009 -2.631 -2.035  -0.2188
N 2.894 -3.033 -1.390  -0.0009
P 2.586 -4.118 -0.043  0.0738
O 3.058 -3.242 1.204  0.0229
Cl 4.135 -5.398 -0.299  -0.1924
N 1.858 -2.404 -2.068  0.2815
H -2.450 -3.860 -3.043  0.3435
H -2.294 -2.544 -5.408  -0.7419
H -2.067 -0.795 -5.137  0.4715
H 0.095 -2.085 -5.575  -0.4898
H -0.187 -2.921 -4.022  0.2738
H 0.008 0.111 -4.315  0.4875
H 0.008 -0.791 -2.826  0.3364
H 2.284 -0.455 -4.621  0.2691
H 4.993 -2.962 -1.741  0.4244
H 2.823 -3.702 2.026  0.1546
H 0.886 -2.514 -1.830  0.3381
C 1.968 0.717 0.678  -0.2050
Br 0.839 -0.851 0.608  0.0101
Br 2.182 1.283 2.482  0.0476
Br 3.644 0.412 -0.216  -0.0309
H 1.461 1.504 0.138  0.1873
C 5.883 -2.939 3.587  -0.2000
Br 7.758 -2.671 3.288  -0.0071
Br 5.527 -3.632 5.341  0.0004
Br 4.874 -1.338 3.243  0.0415
H 5.551 -3.683 2.878  0.1476
C 1.343 -8.079 2.487  -0.1848
Br 1.121 -8.656 0.673  -0.0125
Br 2.481 -9.243 3.485  0.0185
Br 1.980 -6.257 2.559  -0.0139
H 0.367 -8.082 2.953  0.1997
C -2.195 3.761 -2.348  0.1669
Br -2.290 3.322 -4.218  -0.0282
Br -1.211 2.450 -1.337  0.0231
Br -1.502 5.524 -2.078  0.0016
H -3.209 3.746 -1.970  -0.1978
C 5.059 -12.096 1.558  -0.2788
Br 4.358 -13.433 0.376  0.0035
Br 6.855 -12.492 2.101  0.0000
Br 4.927 -10.338 0.789  0.0073
H 4.446 -12.100 2.447  0.2663
C -6.612 4.536 -1.510  0.3342
Br -6.738 4.654 0.397  0.0299
Br -5.603 5.994 -2.252  -0.0047
Br -5.882 2.847 -2.068  -0.0137
H -7.619 4.597 -1.898  -0.3207
C -0.959 4.051 3.978  -0.3753
Br -1.048 3.492 2.133  0.0403
Br 0.068 2.836 5.070  -0.0580
Br -0.297 5.844 4.116  0.0977
H -1.968 4.049 4.362  0.3459
C -1.072 9.973 3.703  -0.3386
Br -2.439 9.560 4.982  0.0122
Br 0.618 9.206 4.218  -0.0281
Br -1.565 9.435 1.929  0.0177
H -0.946 11.045 3.695  0.3448
C 4.298 9.975 5.468  0.3399
Br 4.041 10.206 7.358  0.0316
Br 5.192 11.480 4.686  -0.0002
Br 5.198 8.325 5.075  0.0005
H 3.317 9.916 5.024  -0.3923
C 6.008 9.560 10.718  0.1365
Br 5.445 10.073 12.480  -0.0047
Br 7.607 10.477 10.188  0.0041
Br 6.199 7.655 10.560  -0.0017
H 5.229 9.857 10.034  -0.1692
C -11.181 4.602 -0.356  -0.3327
Br -10.284 4.505 -2.058  -0.0332
Br -10.970 2.974 0.636  0.0132
Br -10.610 6.131 0.650  0.0088
H -12.234 4.724 -0.564  0.3357
C -0.285 -3.257 -8.783  -0.3190
Br -1.115 -4.473 -7.552  -0.0446
Br -1.509 -1.877 -9.316  -0.0085
Br 1.355 -2.519 -8.093  -0.0445
H -0.022 -3.822 -9.666  0.3817
C -2.059 -5.309 3.248  -0.4587
Br -2.584 -6.977 2.458  -0.0217
Br -1.009 -5.580 4.830  -0.0194
Br -1.144 -4.200 1.966  0.1055
H -2.957 -4.784 3.541  0.3923
C -5.272 -3.480 -7.945  -0.3101
Br -7.171 -3.534 -7.693  -0.0240
Br -4.347 -3.367 -6.253  0.0959
Br -4.658 -4.954 -9.006  -0.0087
H -5.043 -2.575 -8.487  0.3404

Values from the calculation:
**E_tot**: -2996834.90685 eV
**Orbital gap**: 8.19 eV
**LUMO level**: -2.8 eV
**Total charge**: +1

# 2
The following is a DFT calculation (wB97M-V/def2-TZVPD) of a cluster of 2 separate species, C20H25BrF9N3O9S2 in total.

Each line ends with the Mulliken charge.
Geometry (Å):
C 4.416 -2.352 2.777  -0.6969
C 3.579 -3.502 2.036  0.3841
O 3.657 -4.700 2.492  -0.6234
N 2.682 -3.267 0.887  -0.0640
C 3.426 -2.746 -0.318  -0.5941
C 2.408 -2.805 -1.571  -0.4729
C 2.231 -1.377 -2.335  -0.5900
C 0.797 -1.462 -3.110  -0.2760
C 0.520 -0.014 -3.768  -0.7353
O 0.324 1.058 -2.792  -0.4097
C -1.100 1.156 -2.416  -0.4889
N -1.593 2.464 -2.939  -0.6158
C -0.681 3.105 -3.615  0.7816
O 0.240 3.736 -4.174  -0.5113
C -1.100 1.076 -0.768  0.6614
N 0.077 0.173 -0.435  -0.1765
C -0.336 -0.811 0.361  -0.0215
S -0.686 -2.289 1.022  -0.1160
O -2.265 0.417 -0.226  -0.2793
C -3.510 1.003 -0.690  -0.2403
Br -4.316 -0.289 -2.023  -0.1514
C -4.470 1.191 0.630  -0.3471
C -5.508 -0.016 0.847  -0.7688
O -6.790 0.185 0.137  -0.2540
C -7.715 -0.875 0.513  0.6002
C -7.485 -2.404 0.065  -0.6982
O -8.721 -0.621 1.237  -0.5301
S -0.697 2.726 0.034  1.2953
O -1.757 3.796 -0.223  -0.6400
O 0.559 3.233 -0.683  -0.6302
C -0.481 2.642 1.887  0.4342
F -1.143 3.749 2.545  -0.2417
F -1.202 1.461 2.348  -0.2566
C 1.036 2.464 2.397  0.4722
F 1.706 1.314 1.820  -0.1927
F 0.943 2.154 3.815  -0.3135
C 1.961 3.782 2.287  0.6168
F 2.252 4.232 3.638  -0.2814
F 1.338 4.894 1.640  -0.2335
C 3.433 3.494 1.631  0.5627
F 4.207 2.630 2.473  -0.2283
F 3.371 3.079 0.275  -0.1462
F 4.145 4.758 1.626  -0.2595
H 5.035 -2.859 3.619  0.2759
H 5.091 -1.808 2.025  0.2168
H 3.689 -1.639 3.306  0.2106
H 2.172 -4.135 0.658  0.2764
H 4.286 -3.481 -0.516  0.3216
H 3.843 -1.674 -0.152  0.2612
H 1.375 -3.138 -1.164  0.2334
H 2.753 -3.553 -2.370  0.3070
H 2.305 -0.491 -1.613  0.1867
H 3.042 -1.235 -3.157  0.3565
H 0.798 -2.305 -3.913  0.5456
H -0.041 -1.643 -2.336  -0.0065
H -0.305 -0.030 -4.593  0.2904
H 1.494 0.269 -4.342  0.4285
H -1.607 0.248 -2.897  0.7084
H -3.416 2.047 -1.152  0.5707
H -5.020 2.206 0.539  0.3487
H -3.779 1.216 1.544  0.1839
H -5.064 -1.068 0.669  0.3710
H -5.796 0.003 1.977  0.4272
H -8.166 -2.595 -0.848  0.2659
H -6.390 -2.538 -0.303  0.2168
H -7.765 -3.178 0.860  0.2836
O 7.693 -1.987 1.756  -0.6304
H 8.207 -1.326 2.239  0.3164
H 7.815 -1.746 0.829  0.3105

Values from the calculation:
**SMILES**: CC(=O)NCCCCCO[C@H](N=C=O)[C@](N=C=S)(O[C@@H](Br)CCOC(C)=O)S(=O)(=O)C(F)(F)C(F)(F)C(F)(F)C(F)(F)F.O
**E_tot**: -160202.07768 eV
**Orbital gap**: 8.28 eV
**LUMO level**: -1.1 eV
**Total charge**: 0

# 3
The following is a DFT calculation (wB97M-V/def2-TZVPD) of the ion C20H25ClN3O2 with charge +1.

Each line ends with the Mulliken charge.
Geometry (Å):
C 1.413 -3.190 -0.805  -0.5806
N 1.932 -3.396 0.552  0.3880
C 2.925 -4.476 0.573  -0.9500
C 0.845 -3.611 1.540  -0.5633
C 1.293 -3.166 2.930  -0.7826
C 1.641 -1.678 2.938  -0.4849
N 2.799 -1.425 2.062  -0.4453
C 3.016 -0.001 1.779  -1.1751
C 1.844 0.550 0.963  0.5522
O 0.864 1.025 1.490  -0.5603
N 1.983 0.396 -0.380  0.1173
C 1.055 0.876 -1.326  0.1124
C 1.526 1.459 -2.498  -0.5839
C 0.649 1.964 -3.437  -0.7142
C -0.718 1.900 -3.200  -0.0801
Cl -1.822 2.539 -4.356  -0.1916
C -1.201 1.320 -2.038  -0.7355
C -0.322 0.797 -1.096  0.9062
C -0.878 0.048 0.071  0.0987
O -0.504 -1.100 0.284  -0.6774
C -1.939 0.694 0.849  0.4621
C -2.770 -0.102 1.641  -0.3283
C -3.780 0.472 2.387  -0.7533
C -3.960 1.847 2.364  -0.3930
C -3.125 2.646 1.597  -0.9689
C -2.120 2.078 0.839  -0.1513
H 0.894 -4.084 -1.148  0.3700
H 2.231 -2.975 -1.488  0.4056
H 0.714 -2.354 -0.795  0.0133
H 2.393 -2.481 0.935  0.4625
H 3.305 -4.626 1.580  0.3447
H 3.759 -4.230 -0.081  0.3706
H 2.474 -5.406 0.227  0.3612
H 0.000 -2.992 1.235  0.2442
H 0.544 -4.661 1.533  0.4314
H 0.474 -3.336 3.627  0.4644
H 2.145 -3.754 3.279  0.2879
H 1.833 -1.339 3.962  0.4065
H 0.795 -1.108 2.550  0.1447
H 3.636 -1.784 2.520  0.2879
H 3.073 0.588 2.703  0.4152
H 3.955 0.102 1.232  0.4992
H 2.901 0.190 -0.748  0.3262
H 2.590 1.521 -2.673  0.4070
H 1.020 2.412 -4.345  0.4509
H -2.265 1.253 -1.871  0.6083
H -2.619 -1.171 1.644  0.4303
H -4.427 -0.149 2.988  0.4281
H -4.747 2.296 2.950  0.4164
H -3.260 3.717 1.593  0.4140
H -1.457 2.703 0.262  0.4925

Values from the calculation:
**SMILES**: C[NH+](C)CCCNCC(=O)Nc1ccc(Cl)cc1C(=O)c1ccccc1
**E_tot**: -42228.62619 eV
**Relative energy (zero: lowest compared OMol25 entry of this formula, charge and spin)**: 32.0 kJ/mol
**Orbital gap**: 8.75 eV
**LUMO level**: -2.6 eV
**Total charge**: +1

Look up the orbital gap of the third one. 8.75 eV

What is the LUMO level in the second record? -1.1 eV

Copy entry 2 word for word.
The following is a DFT calculation (wB97M-V/def2-TZVPD) of a cluster of 2 separate species, C20H25BrF9N3O9S2 in total.

Each line ends with the Mulliken charge.
Geometry (Å):
C 4.416 -2.352 2.777  -0.6969
C 3.579 -3.502 2.036  0.3841
O 3.657 -4.700 2.492  -0.6234
N 2.682 -3.267 0.887  -0.0640
C 3.426 -2.746 -0.318  -0.5941
C 2.408 -2.805 -1.571  -0.4729
C 2.231 -1.377 -2.335  -0.5900
C 0.797 -1.462 -3.110  -0.2760
C 0.520 -0.014 -3.768  -0.7353
O 0.324 1.058 -2.792  -0.4097
C -1.100 1.156 -2.416  -0.4889
N -1.593 2.464 -2.939  -0.6158
C -0.681 3.105 -3.615  0.7816
O 0.240 3.736 -4.174  -0.5113
C -1.100 1.076 -0.768  0.6614
N 0.077 0.173 -0.435  -0.1765
C -0.336 -0.811 0.361  -0.0215
S -0.686 -2.289 1.022  -0.1160
O -2.265 0.417 -0.226  -0.2793
C -3.510 1.003 -0.690  -0.2403
Br -4.316 -0.289 -2.023  -0.1514
C -4.470 1.191 0.630  -0.3471
C -5.508 -0.016 0.847  -0.7688
O -6.790 0.185 0.137  -0.2540
C -7.715 -0.875 0.513  0.6002
C -7.485 -2.404 0.065  -0.6982
O -8.721 -0.621 1.237  -0.5301
S -0.697 2.726 0.034  1.2953
O -1.757 3.796 -0.223  -0.6400
O 0.559 3.233 -0.683  -0.6302
C -0.481 2.642 1.887  0.4342
F -1.143 3.749 2.545  -0.2417
F -1.202 1.461 2.348  -0.2566
C 1.036 2.464 2.397  0.4722
F 1.706 1.314 1.820  -0.1927
F 0.943 2.154 3.815  -0.3135
C 1.961 3.782 2.287  0.6168
F 2.252 4.232 3.638  -0.2814
F 1.338 4.894 1.640  -0.2335
C 3.433 3.494 1.631  0.5627
F 4.207 2.630 2.473  -0.2283
F 3.371 3.079 0.275  -0.1462
F 4.145 4.758 1.626  -0.2595
H 5.035 -2.859 3.619  0.2759
H 5.091 -1.808 2.025  0.2168
H 3.689 -1.639 3.306  0.2106
H 2.172 -4.135 0.658  0.2764
H 4.286 -3.481 -0.516  0.3216
H 3.843 -1.674 -0.152  0.2612
H 1.375 -3.138 -1.164  0.2334
H 2.753 -3.553 -2.370  0.3070
H 2.305 -0.491 -1.613  0.1867
H 3.042 -1.235 -3.157  0.3565
H 0.798 -2.305 -3.913  0.5456
H -0.041 -1.643 -2.336  -0.0065
H -0.305 -0.030 -4.593  0.2904
H 1.494 0.269 -4.342  0.4285
H -1.607 0.248 -2.897  0.7084
H -3.416 2.047 -1.152  0.5707
H -5.020 2.206 0.539  0.3487
H -3.779 1.216 1.544  0.1839
H -5.064 -1.068 0.669  0.3710
H -5.796 0.003 1.977  0.4272
H -8.166 -2.595 -0.848  0.2659
H -6.390 -2.538 -0.303  0.2168
H -7.765 -3.178 0.860  0.2836
O 7.693 -1.987 1.756  -0.6304
H 8.207 -1.326 2.239  0.3164
H 7.815 -1.746 0.829  0.3105

Values from the calculation:
**SMILES**: CC(=O)NCCCCCO[C@H](N=C=O)[C@](N=C=S)(O[C@@H](Br)CCOC(C)=O)S(=O)(=O)C(F)(F)C(F)(F)C(F)(F)C(F)(F)F.O
**E_tot**: -160202.07768 eV
**Orbital gap**: 8.28 eV
**LUMO level**: -1.1 eV
**Total charge**: 0

Which formula does entry 1 have? C20H25Br42ClN4O3P